Density functional theory data (the ωB97M-V functional and the def2-TZVPD basis) for C35H29BrCl5N2O2STl as an isolated structure in a non-equilibrium geometry.

Element x y z (Å)
1 Tl 1.346 1.025 -0.795
2 Cl 0.451 2.833 1.867
3 C -1.024 3.429 1.281
4 C -1.411 3.340 -0.114
5 C -0.391 2.913 -1.004
6 Cl -0.622 3.316 -2.774
7 C -2.805 3.647 -0.068
8 Cl -3.977 3.568 -1.344
9 C -3.203 3.908 1.252
10 Cl -4.793 4.341 1.753
11 C -2.113 3.748 2.096
12 Cl -2.108 3.930 3.806
13 C -0.317 4.485 -4.437
14 C -1.842 1.327 -3.918
15 C -1.427 1.542 -6.462
16 C -0.789 0.719 -7.320
17 C -0.316 -0.467 -6.577
18 C 0.374 -1.663 -6.732
19 C 0.593 -2.462 -5.597
20 C 0.177 -2.125 -4.304
21 C -0.510 -0.924 -4.151
22 S -1.278 0.062 -2.880
23 C -0.725 -0.217 -5.285
24 N -1.443 0.961 -5.170
25 H -0.007 5.386 -3.866
26 H 0.743 2.682 -2.992
27 H -1.952 3.889 -2.644
28 H -1.862 2.516 -6.610
29 H -0.646 0.931 -8.368
30 H 0.745 -1.992 -7.696
31 H 1.133 -3.393 -5.727
32 H 0.393 -2.760 -3.452
33 C -3.575 0.750 2.328
34 C -2.220 0.300 1.779
35 C -2.398 -0.917 0.868
36 C -1.217 -0.018 2.872
37 C -1.623 -0.822 3.932
38 C -0.741 -1.206 4.926
39 C 0.580 -0.798 4.856
40 C 1.033 0.003 3.811
41 C 2.525 0.293 3.768
42 C 2.922 1.771 3.723
43 C 3.201 -0.489 2.641
44 C 0.125 0.419 2.816
45 N 0.630 1.139 1.697
46 H -4.187 1.139 1.512
47 H -3.474 1.536 3.077
48 H -4.123 -0.084 2.777
49 H -1.815 1.106 1.172
50 H -2.745 -1.784 1.441
51 H -1.466 -1.191 0.375
52 H -3.139 -0.702 0.093
53 H -2.649 -1.168 3.968
54 H -1.075 -1.841 5.739
55 H 1.286 -1.123 5.613
56 H 2.912 -0.104 4.714
57 H 2.871 2.160 2.707
58 H 3.954 1.886 4.070
59 H 2.281 2.383 4.361
60 H 2.844 -0.148 1.669
61 H 2.988 -1.556 2.720
62 H 4.287 -0.353 2.673
63 Br -0.304 -4.462 1.955
64 C 1.434 -4.000 1.343
65 C 2.513 -4.422 2.109
66 C 3.802 -4.089 1.723
67 C 3.998 -3.303 0.593
68 C 2.906 -2.870 -0.140
69 C 1.603 -3.232 0.201
70 C 0.468 -2.790 -0.729
71 O -0.250 -3.690 -1.186
72 O 0.428 -1.557 -0.959
73 H 2.335 -5.002 3.005
74 H 4.644 -4.421 2.317
75 H 4.999 -3.012 0.298
76 H 3.038 -2.223 -0.999

Output
* calculated total energy: -7056.231689 Ha
* Kohn-Sham gap (spin up / spin down): 5.26 / 6.09 eV
* energy relative to the best compared isomer or geometry (same formula, charge and spin): 13.625 eV
* charge: -2
* HOMO (spin up / spin down): -1.09 / -1.93 eV

Here is what Löwdin gives for the atomic charges, in e:
1. Tl 0.703
2. Cl 1.041
3. C -0.591
4. C -0.397
5. C -0.459
6. Cl 0.468
7. C -0.667
8. Cl 0.622
9. C -0.784
10. Cl 0.615
11. C -0.773
12. Cl 0.642
13. C -0.215
14. C -0.354
15. C -0.045
16. C -0.011
17. C -0.153
18. C -0.044
19. C -0.089
20. C -0.035
21. C -0.374
22. S 0.957
23. C -0.290
24. N -0.130
25. H -0.149
26. H -0.062
27. H -0.044
28. H 0.109
29. H 0.090
30. H 0.093
31. H 0.091
32. H 0.093
33. C -0.074
34. C -0.354
35. C -0.039
36. C -0.124
37. C -0.050
38. C -0.096
39. C -0.060
40. C -0.149
41. C -0.373
42. C -0.091
43. C -0.060
44. C -0.258
45. N -0.399
46. H 0.076
47. H 0.051
48. H 0.068
49. H 0.100
50. H 0.075
51. H 0.057
52. H 0.081
53. H 0.104
54. H 0.091
55. H 0.098
56. H 0.114
57. H 0.043
58. H 0.069
59. H 0.074
60. H 0.035
61. H 0.068
62. H 0.079
63. Br 0.755
64. C -0.606
65. C -0.158
66. C -0.123
67. C -0.104
68. C -0.035
69. C -0.158
70. C -0.714
71. O -0.030
72. O -0.229
73. H 0.085
74. H 0.091
75. H 0.096
76. H 0.113